Entry 1:
Computed, not measured: a 15-piece molecular cluster, C45H76O45 overall at a distorted geometry, with ωB97M-V with the def2-TZVPD basis set.

Cartesian coordinates (Å):
C 6.64364 -2.52415 3.69894
C 5.59653 -1.76127 2.93748
O 6.31625 -0.64037 2.38115
C 7.62627 -0.89710 2.59346
O 8.56747 -0.19598 2.21633
O 7.83952 -2.00668 3.31766
H 6.53271 -3.55899 3.37505
H 6.43723 -2.48804 4.76860
H 4.83033 -1.42754 3.63723
H 5.07269 -2.25497 2.11897
C -4.52056 7.77362 4.05100
C -3.91076 8.23186 5.37884
O -2.71241 7.43262 5.44030
C -2.90916 6.31655 4.66384
O -2.12073 5.35953 4.61945
O -3.95222 6.46201 3.95934
H -4.27348 8.37639 3.17709
H -5.60272 7.65995 4.11504
H -4.64890 8.08977 6.16818
H -3.72239 9.29980 5.26882
C -9.86521 -1.83122 -1.57103
C -10.09864 -0.98839 -2.81072
O -9.18329 0.06086 -2.70041
C -8.31022 -0.21621 -1.71192
O -7.45354 0.53288 -1.30463
O -8.63719 -1.34910 -1.10467
H -9.86775 -2.91545 -1.68295
H -10.64361 -1.73633 -0.81393
H -11.08950 -0.55537 -2.67364
H -10.07957 -1.50508 -3.77028
C -4.74055 -4.21575 1.38352
C -5.62979 -5.36363 0.87831
O -6.57092 -5.41034 1.92372
C -6.13097 -4.84020 3.01547
O -6.61789 -4.87380 4.11694
O -5.05969 -4.07716 2.74092
H -5.09433 -3.29628 0.91714
H -3.68029 -4.28719 1.14091
H -5.08427 -6.29604 0.73299
H -5.99916 -5.08983 -0.10997
C 7.25614 3.81347 -0.85578
C 8.51567 3.52428 -1.70593
O 7.92743 2.92826 -2.81860
C 6.69759 2.59378 -2.66019
O 6.02892 1.93411 -3.43264
O 6.28140 3.02951 -1.47180
H 6.98402 4.85643 -0.69367
H 7.33641 3.41195 0.15439
H 9.17844 2.77026 -1.28133
H 9.07961 4.45256 -1.79740
C -4.82698 0.79722 8.13094
C -5.15199 -0.10432 6.97275
O -6.05682 0.63231 6.17889
C -6.20847 1.86060 6.60205
O -6.92475 2.77454 6.13297
O -5.49978 1.97024 7.74143
H -3.75909 0.95953 8.27706
H -5.13422 0.44517 9.11570
H -5.56127 -1.08188 7.22764
H -4.24508 -0.26204 6.38903
C 0.83253 3.99533 -3.09042
C 0.07742 5.24475 -3.48372
O 0.24608 6.03319 -2.32663
C 0.81084 5.31693 -1.31747
O 1.06758 5.85663 -0.25536
O 1.09493 4.14474 -1.75657
H 1.69971 4.05073 -3.74847
H 0.25214 3.13337 -3.41946
H -0.95589 4.95063 -3.66775
H 0.47331 5.70424 -4.38939
C -2.87118 -4.96666 -4.61953
O -2.97321 -3.62115 -5.04505
C -3.57616 -2.66162 -4.26907
O -4.27121 -2.91229 -3.25901
O -3.37637 -1.45416 -4.79403
C -3.95973 -0.26039 -4.26489
H -3.72566 -5.33971 -4.05491
H -2.09425 -5.09471 -3.86581
H -2.67947 -5.67939 -5.42162
H -3.53041 0.64157 -4.70106
H -3.62598 -0.23003 -3.22769
H -5.03753 -0.17502 -4.40334
C -4.64090 5.90180 -1.21381
O -4.75425 7.28516 -1.38918
C -5.87333 7.96896 -1.37959
O -6.89116 7.45176 -0.97167
O -5.67678 9.16565 -1.79252
C -6.66763 10.18007 -1.68840
H -5.20337 5.54430 -0.35130
H -3.62163 5.56938 -1.01716
H -5.11859 5.33956 -2.01618
H -7.70638 9.86174 -1.77646
H -6.55856 10.83453 -2.55321
H -6.45903 10.79969 -0.81624
C 2.28121 -6.97417 -4.28428
O 1.81851 -5.93517 -5.15912
C 1.97587 -6.19543 -6.49574
O 2.22921 -7.33433 -6.98830
O 1.57429 -5.10576 -7.15875
C 1.55091 -5.14470 -8.58917
H 2.23326 -6.57078 -3.27281
H 3.28014 -7.28997 -4.58514
H 1.67531 -7.88025 -4.28527
H 1.92364 -6.11463 -8.91843
H 2.06975 -4.29900 -9.04050
H 0.54171 -5.19389 -8.99807
C 4.32307 -9.10152 0.65612
O 5.60346 -8.52846 0.34560
C 5.66359 -7.21250 0.17169
O 4.68546 -6.44580 0.36168
O 6.88226 -6.88068 -0.32799
C 7.22794 -5.53891 -0.48923
H 3.82417 -8.74173 1.55598
H 4.38723 -10.17821 0.81336
H 3.60462 -9.03888 -0.16120
H 8.21860 -5.40662 -0.92420
H 7.39181 -5.00570 0.44721
H 6.52775 -4.98400 -1.11365
C 0.86553 -0.75865 6.91029
O -0.24317 -1.16533 7.69933
C -0.25759 -2.41722 8.09248
O 0.55529 -3.30609 7.76251
O -1.45750 -2.67383 8.74320
C -1.84515 -3.94828 9.16158
H 1.84417 -1.20050 7.09772
H 1.03827 0.31319 7.00744
H 0.72171 -1.02244 5.86252
H -2.68543 -4.21221 8.51941
H -2.23100 -3.94118 10.18098
H -0.99762 -4.63114 9.10264
C 7.19651 3.00388 7.52163
O 6.35132 2.77179 6.43467
C 5.53180 3.76254 5.93075
O 5.38648 4.94826 6.27548
O 5.08647 3.19452 4.78696
C 3.94945 3.56848 4.05928
H 7.98410 3.69753 7.22726
H 7.59055 2.04584 7.86073
H 6.51575 3.47739 8.22906
H 3.59649 2.73054 3.45813
H 4.20212 4.37813 3.37465
H 3.06104 3.79292 4.64958
C -1.78355 0.29120 1.15371
O -1.03347 -0.03339 -0.07064
C 0.18657 -0.63385 -0.00324
O 0.71213 -0.98820 1.07282
O 0.71456 -0.81790 -1.24482
C 2.00983 -1.39423 -1.43158
H -1.03821 0.59240 1.88983
H -2.24245 -0.63413 1.50194
H -2.43260 1.15119 0.98867
H 1.98736 -2.46859 -1.24899
H 2.72467 -1.09805 -0.66387
H 2.41409 -1.25901 -2.43477
C 3.48045 0.03922 -8.26921
O 4.52012 -0.68586 -9.03258
C 4.82742 -0.48590 -10.32409
O 5.37137 -1.34725 -11.03625
O 4.30970 0.60060 -10.76000
C 4.59788 1.01020 -12.12544
H 2.51424 -0.03683 -8.76795
H 3.90443 1.03563 -8.14469
H 3.28901 -0.41449 -7.29679
H 3.70686 0.80139 -12.71753
H 5.40742 0.50290 -12.65020
H 4.72328 2.08754 -12.23382

Cartesian forces (eV/Å) of the 2 atoms listed first:
C -2.4 -2.3 0.2
C -1.3 1.1 -0.1

Its maximum force is 5.4 eV/A. The calculation puts the molecular weight at 1337.058 g/mol. As for the charge: 0. The energy above the lowest of the compared OMol25 structures with the same formula, charge and spin is 6.278 eV. Its spin multiplicity is 1.

***

Entry 2:
Computed, not measured: a 8-piece molecular cluster, C45H78BrClN10O2 overall at a distorted geometry, with ωB97M-V with the def2-TZVPD basis set.

Cartesian coordinates (Å):
C -4.09600 -2.74952 5.82625
C -4.20949 -4.25911 5.95796
C -5.17732 -4.87328 4.96422
C -4.61020 -5.06912 3.55865
C -3.25462 -5.80239 3.52179
C -2.19183 -4.91052 2.88592
C -0.77932 -5.39934 3.16867
C 0.33364 -4.53775 2.57205
C 0.35643 -3.08743 3.07243
Cl -0.70516 -2.09803 2.05306
C -0.07935 -3.06930 4.46169
N -0.52577 -2.93517 5.53902
C 1.80086 -2.47231 2.93173
Br 2.98572 -3.21623 4.31179
C 2.33806 -2.94706 1.65310
N 2.71517 -3.30573 0.60192
O 1.82978 -1.11188 2.83744
C 1.82008 -0.38564 4.07306
C 1.06598 0.96293 3.87796
N 0.37710 1.06959 2.61474
C 1.16349 1.77000 1.59014
C 0.65637 1.34555 0.20254
C 0.46162 2.60290 -0.68478
O 1.47038 0.36535 -0.39563
H -3.32781 -2.34362 6.46878
H -5.03788 -2.27735 6.07644
H -3.82721 -2.45487 4.81784
H -3.21102 -4.68191 5.91575
H -4.57840 -4.47154 6.95773
H -5.58065 -5.81111 5.31848
H -6.02921 -4.20380 4.88082
H -4.54059 -4.08720 3.10244
H -5.29547 -5.62643 2.93875
H -3.39692 -6.67245 2.89243
H -2.95117 -6.13377 4.50633
H -2.30433 -4.88796 1.80924
H -2.35943 -3.91125 3.25771
H -0.62231 -5.60444 4.21979
H -0.69949 -6.36399 2.67533
H 0.21908 -4.55723 1.50125
H 1.27516 -5.01865 2.80955
H 2.84672 -0.15457 4.31681
H 1.32519 -0.91898 4.86901
H 0.31042 1.03291 4.65154
H 1.74294 1.79965 4.05268
H -0.52375 1.51414 2.72152
H 2.17887 1.41889 1.72866
H 1.09559 2.83873 1.74452
H -0.31403 0.89916 0.34696
H 1.05174 3.41876 -0.29076
H -0.58567 2.85732 -0.65614
H 0.77133 2.34772 -1.68812
H 2.39139 0.57527 -0.25998
C -4.35852 -11.14971 5.88284
C -3.90781 -9.79343 6.41838
C -4.97688 -8.70844 6.30232
C -5.30624 -8.39274 4.91577
N -5.52900 -8.09389 3.83103
H -4.58363 -11.10474 4.81556
H -3.57227 -11.89123 6.02394
H -5.25124 -11.50236 6.40405
H -3.00836 -9.47428 5.89683
H -3.64226 -9.89568 7.46678
H -4.60849 -7.79883 6.78264
H -5.88364 -9.00249 6.83429
C -0.18882 3.54411 -5.07885
C -0.19148 5.06694 -5.13969
C 0.16672 5.72184 -3.80270
C -0.82054 5.43828 -2.76414
N -1.59456 5.20592 -1.95005
H -0.94175 3.17175 -4.38200
H -0.41014 3.12780 -6.06106
H 0.78568 3.16711 -4.76507
H -1.17077 5.41408 -5.47517
H 0.53422 5.38887 -5.88872
H 0.23472 6.80343 -3.93055
H 1.14926 5.38195 -3.47090
C 6.66437 2.82373 -0.94454
C 6.43718 2.06627 0.35893
C 4.95651 1.79731 0.64268
C 4.19817 3.03154 0.84342
N 3.62727 4.01582 0.98898
H 6.20487 3.81263 -0.91508
H 7.73052 2.95896 -1.12365
H 6.24690 2.27836 -1.79264
H 6.87682 2.62359 1.18759
H 6.95586 1.10764 0.31017
H 4.86067 1.18014 1.53845
H 4.51769 1.23066 -0.18122
C -0.74217 5.46989 1.79570
C -2.25423 5.52674 1.62755
C -3.00915 4.78965 2.74091
C -2.74254 3.35241 2.74147
N -2.56113 2.21894 2.72819
H -0.37783 4.44473 1.74248
H -0.24950 6.03546 1.00591
H -0.43548 5.89259 2.75516
H -2.52820 5.11416 0.65501
H -2.57469 6.56986 1.63134
H -4.08223 4.93890 2.61169
H -2.74719 5.20422 3.71597
C 0.37927 6.43779 -9.41992
C 1.59378 6.19098 -10.30412
C 2.06121 4.73017 -10.28692
C 2.53337 4.30834 -8.96843
N 2.90143 3.97722 -7.93331
H 0.60109 6.23110 -8.37082
H 0.06691 7.47862 -9.49570
H -0.46114 5.80925 -9.72165
H 2.40913 6.84562 -9.99353
H 1.34452 6.45985 -11.32244
H 2.87495 4.59999 -11.00245
H 1.25146 4.07243 -10.60736
C 1.73313 -7.24046 6.49490
C 0.77990 -6.05119 6.53617
C -0.14440 -6.06583 7.75757
C -1.05262 -7.21092 7.75077
N -1.77279 -8.10470 7.74267
H 1.18999 -8.18355 6.41761
H 2.39390 -7.16745 5.63146
H 2.35391 -7.27663 7.39200
H 0.18429 -6.02938 5.62282
H 1.36073 -5.12769 6.55798
H -0.74004 -5.15130 7.77535
H 0.44485 -6.07802 8.67587
C 2.87229 6.94956 -15.27516
C 2.86143 8.47278 -15.34104
C 3.20922 9.13096 -14.00208
C 2.21710 8.83934 -12.96979
N 1.44219 8.60060 -12.15806
H 2.11822 6.57628 -14.58025
H 2.65743 6.52522 -16.25519
H 3.84713 6.57806 -14.95387
H 1.88305 8.81675 -15.67977
H 3.58867 8.80311 -16.08412
H 3.26966 10.21273 -14.12969
H 4.19144 8.79751 -13.66318

Cartesian forces (eV/Å) of the 2 atoms listed first:
C 0.1 -0.1 -0.2
C -0.2 0.3 0.4

Its SMILES is CCCCCCCC[C@@](Cl)(C#N)[C@@](Br)(C#N)OCCNC[C@@H](C)O.CCCC#N.CCCC#N.CCCC#N.CCCC#N.CCCC#N.CCCC#N.CCCC#N. Its maximum force is 3.7 eV/A. The calculation puts the molecular weight at 906.544 g/mol. As for the charge: 0. The energy above the lowest of the compared OMol25 structures with the same formula, charge and spin is 0.000 eV. Its spin multiplicity is 1.

***

- What is the molecular weight in the first record?
  1337.058 g/mol

***

- What is the charge in the second record?
  0

***

- The highest molecular weight belongs to which entry?
  C45H76O45